(1)
# C18H17F3NO6S3

A molecular structure, C18H17F3NO6S3 (ωB97M-V with the def2-TZVPD basis set, OMol25).

Last column: Mulliken charge in e.
CARTESIAN COORDINATES (ANGSTROEM)
C: 2.509 3.904 2.283  -1.455
C: 1.672 2.700 2.395  0.549
C: 0.238 2.991 2.148  0.422
C: -0.494 4.070 2.915  0.231
C: -1.225 5.065 2.096  -1.101
O: -0.436 4.109 4.141  -0.585
O: 2.128 1.566 2.574  -0.524
H: 2.135 4.566 1.479  0.306
H: 2.422 4.326 3.303  0.334
H: 3.509 3.502 2.067  0.385
H: -1.293 2.594 1.841  0.111
H: -0.872 5.099 1.052  0.332
H: -2.313 4.862 2.081  0.328
H: -1.081 6.067 2.546  0.339
F: -1.558 2.561 -0.879  -0.252
C: -1.380 1.452 -0.144  0.753
F: -2.541 1.023 0.377  -0.213
F: -0.808 0.438 -0.864  -0.170
S: -0.242 1.702 1.400  0.156
N: -0.052 -2.300 -0.041  -0.296
S: -1.067 -2.687 1.234  1.150
C: -1.867 -3.608 -0.059  0.142
C: -3.244 -3.501 -0.277  -0.463
C: -3.760 -4.185 -1.394  -0.506
C: -2.880 -4.847 -2.258  -0.331
C: -1.497 -4.825 -2.068  -0.876
C: -0.989 -4.178 -0.967  0.085
O: -0.499 -3.597 2.225  -0.717
O: -2.008 -1.698 1.667  -0.693
S: 1.523 -2.075 0.249  1.011
C: 1.887 -0.800 -1.006  -0.105
C: 1.948 -1.357 -2.275  -0.759
C: 2.161 -0.517 -3.356  -0.431
C: 2.393 0.844 -3.159  -0.607
C: 2.457 1.362 -1.872  -0.294
C: 2.241 0.548 -0.769  -0.033
O: 1.858 -1.339 1.439  -0.606
O: 2.213 -3.332 -0.108  -0.738
H: -3.872 -2.894 0.396  0.406
H: -4.847 -4.191 -1.547  0.336
H: -3.284 -5.390 -3.099  0.356
H: -0.794 -5.307 -2.735  0.391
H: 0.084 -4.077 -0.818  0.512
H: 1.836 -2.443 -2.365  0.368
H: 2.151 -0.990 -4.325  0.380
H: 2.502 1.460 -4.032  0.373
H: 2.658 2.411 -1.743  0.413
H: 2.378 0.918 0.251  0.587

**Gap between HOMO and LUMO**: 6.76 eV
**Net charge**: -1
**LUMO level**: 1.56 eV
**HOMO**: -5.2 eV
**E**: -73368.86762 eV
**Relative energy (zero: lowest compared OMol25 entry of this formula, charge and spin)**: 378.9 kJ/mol

(2)
# C18H17F3OS2

2 unconnected molecules or ions with the total composition C18H17F3OS2 (ωB97M-V with the def2-TZVPD basis set, OMol25).

Last column: Mulliken charge in e.
CARTESIAN COORDINATES (ANGSTROEM)
C: 0.402 -4.261 3.573  -1.461
C: -1.034 -3.822 3.293  0.451
C: -1.765 -4.927 2.587  -1.165
O: -0.909 -2.609 2.497  -0.353
C: -2.032 -1.878 2.201  0.148
S: -1.833 -0.546 1.228  -0.271
S: -3.494 -2.359 2.832  -0.370
H: 0.398 -5.201 4.138  0.410
H: 0.939 -4.425 2.631  0.338
H: 0.952 -3.516 4.155  0.339
H: -1.523 -3.609 4.257  0.324
H: -1.734 -5.841 3.193  0.377
H: -2.818 -4.677 2.412  0.299
H: -1.281 -5.123 1.622  0.304
F: 3.063 6.111 0.375  -0.249
C: 1.913 6.327 -0.337  0.851
F: 1.118 7.137 0.421  -0.264
F: 2.264 7.046 -1.455  -0.242
C: 1.233 5.040 -0.703  0.421
C: -0.145 4.910 -0.517  -0.702
C: -0.744 3.703 -0.820  -0.855
C: -0.001 2.603 -1.340  1.000
C: -0.709 1.406 -1.615  -0.571
C: -0.185 0.131 -1.948  0.765
C: -1.061 -0.816 -2.561  -0.424
C: -0.624 -2.080 -2.914  -0.657
C: 0.710 -2.453 -2.679  -0.305
C: 1.591 -1.552 -2.068  -0.782
C: 1.147 -0.297 -1.668  -0.167
C: 1.384 2.818 -1.605  -0.461
C: 2.000 4.006 -1.243  -0.933
H: -0.735 5.737 -0.129  0.444
H: -1.815 3.574 -0.658  0.364
H: -1.799 1.479 -1.578  0.285
H: -2.093 -0.507 -2.748  0.309
H: -1.315 -2.787 -3.375  0.389
H: 1.060 -3.450 -2.955  0.389
H: 2.630 -1.834 -1.882  0.371
H: 1.809 0.365 -1.106  0.629
H: 1.965 2.052 -2.119  0.630
H: 3.073 4.128 -1.393  0.395

**Gap between HOMO and LUMO**: 2.87 eV
**Net charge**: 0
**LUMO level**: -3.44 eV
**HOMO**: -6.3 eV
**E**: -50809.48448 eV

(3)
# C18H17F4N3O6Ti

A molecular structure, C18H17F4N3O6Ti (ωB97M-V with the def2-TZVPD basis set, OMol25).

Last column: Mulliken charge in e.
CARTESIAN COORDINATES (ANGSTROEM)
Ti: -0.130 0.108 0.217  -0.376
C: -3.197 -0.304 -0.489  -1.080
N: -1.941 -1.049 -0.599  0.617
C: -2.069 -2.339 0.095  -1.041
C: -1.583 -1.265 -2.011  -1.089
C: -0.094 -1.630 -2.177  -0.927
N: 0.638 -1.349 -0.945  0.987
C: 1.940 -1.796 -0.874  -0.498
C: 2.509 -2.018 0.388  0.208
F: 1.752 -1.813 1.483  -0.288
C: 3.804 -2.453 0.557  0.140
F: 4.266 -2.644 1.803  -0.318
C: 4.625 -2.711 -0.522  -0.573
C: 4.088 -2.507 -1.774  0.212
F: 4.847 -2.727 -2.859  -0.323
C: 2.794 -2.058 -1.958  0.643
F: 2.398 -1.834 -3.225  -0.329
H: -4.023 -0.848 -0.963  0.360
H: -3.094 0.669 -0.968  0.289
H: -3.434 -0.151 0.564  0.264
H: -2.885 -2.926 -0.343  0.378
H: -2.268 -2.169 1.151  0.309
H: -1.135 -2.890 0.005  0.261
H: -1.801 -0.341 -2.542  0.331
H: -2.217 -2.053 -2.435  0.480
H: 0.293 -1.046 -3.014  0.402
H: 0.016 -2.685 -2.454  0.570
H: 5.640 -3.052 -0.389  0.494
O: -0.737 3.576 -1.940  -0.542
C: -0.742 2.619 -1.026  0.348
O: -0.460 1.437 -1.323  -0.255
C: -1.124 2.890 0.349  0.273
C: -1.452 4.082 0.927  -0.561
C: -1.719 4.106 2.320  -0.829
C: -1.606 2.944 3.046  -0.844
C: -1.268 1.740 2.403  0.851
N: -1.063 1.716 1.034  0.491
C: -1.016 0.455 2.917  0.464
O: -1.136 0.085 4.199  -0.548
O: -0.680 -0.448 2.087  -0.296
H: -0.341 3.210 -2.747  0.387
H: -1.483 4.984 0.331  0.549
H: -1.976 5.033 2.811  0.429
H: -1.768 2.970 4.117  0.237
H: -1.377 0.840 4.747  0.275
O: 2.680 1.327 -1.234  -0.528
C: 2.581 1.414 -0.024  -0.075
O: 1.604 0.964 0.699  -0.314
H: 3.342 1.935 0.585  0.384

**Gap between HOMO and LUMO (alpha / beta)**: 5.43 / 5.64 eV
**Net charge**: 0
**LUMO level (alpha / beta)**: -0.83 / -0.76 eV
**HOMO (alpha / beta)**: -6.3 / -6.4 eV
**E**: -69684.75903 eV

(4)
# C18H17FN

2 unconnected molecules or ions with the total composition C18H17FN (ωB97M-V with the def2-TZVPD basis set, OMol25).

Last column: Mulliken charge in e.
CARTESIAN COORDINATES (ANGSTROEM)
F: -1.042 0.165 4.597  -0.314
C: -1.537 0.236 3.318  0.207
C: -2.869 -0.108 3.114  -0.529
C: -3.364 -0.035 1.810  -0.595
C: -2.540 0.378 0.760  -0.543
C: -1.164 0.657 0.972  0.769
C: -0.324 0.764 -0.216  -0.739
C: 0.858 1.626 -0.358  0.869
C: 1.187 2.086 -1.670  -0.283
C: 2.438 2.633 -1.954  -0.745
C: 3.392 2.787 -0.941  -0.344
C: 3.061 2.413 0.361  -0.904
C: 1.802 1.893 0.664  0.048
C: -0.685 0.649 2.299  -0.502
H: -3.493 -0.422 3.945  0.475
H: -4.410 -0.264 1.604  0.411
H: -2.953 0.484 -0.258  0.403
H: -0.859 0.597 -1.160  0.445
H: 0.416 2.024 -2.454  0.440
H: 2.654 2.973 -2.974  0.381
H: 4.368 3.201 -1.170  0.414
H: 3.780 2.565 1.169  0.404
H: 1.547 1.710 1.703  0.257
H: 0.332 0.905 2.553  0.524
C: 0.372 -1.741 -2.956  -0.976
N: -0.024 -2.091 -1.596  0.168
C: -0.770 -3.207 -1.302  -0.385
C: -0.796 -3.347 0.094  -0.674
C: -0.024 -2.286 0.635  -0.461
C: 0.329 -1.432 -0.423  -0.294
H: 1.092 -0.917 -2.939  0.346
H: 0.832 -2.618 -3.434  0.393
H: -0.497 -1.452 -3.563  0.329
H: -1.152 -3.841 -2.093  0.470
H: -1.282 -4.154 0.640  0.429
H: 0.173 -2.110 1.674  0.544
H: 1.148 -0.720 -0.454  0.563

**Gap between HOMO and LUMO**: 6.36 eV
**Net charge**: +1
**LUMO level**: -5.57 eV
**HOMO**: -11.9 eV
**E**: -23140.82050 eV

(5)
# C18H17MoN4O6S7Sb

A molecular structure, C18H17MoN4O6S7Sb (ωB97M-V with the def2-TZVPD basis set, OMol25).

Last column: Mulliken charge in e.
CARTESIAN COORDINATES (ANGSTROEM)
Mo: 0.562 -2.005 1.624  0.406
S: 3.180 -2.238 5.570  -0.490
Sb: 2.736 -3.344 3.710  0.881
S: 2.733 -1.602 1.831  -0.314
S: 0.228 -3.282 3.450  -0.239
S: 3.529 -5.209 2.844  -0.475
C: 3.431 1.103 -5.568  -1.475
C: 2.600 0.787 -4.356  1.059
C: 1.213 0.697 -4.446  -0.823
C: 0.438 0.437 -3.327  -0.343
C: 1.070 0.264 -2.102  -0.447
C: 2.454 0.343 -1.984  -0.482
C: 3.207 0.604 -3.114  -0.895
S: 0.133 -0.092 -0.678  2.043
O: 0.788 0.494 0.478  -0.544
O: -1.242 0.205 -0.961  -0.853
N: 0.381 -1.662 -0.371  0.262
C: 0.091 -2.720 -1.301  -0.467
C: 0.355 -3.986 -0.528  0.315
O: 0.276 -5.088 -0.978  -0.603
O: 0.740 -3.746 0.744  -0.250
H: 2.951 0.755 -6.482  0.381
H: 4.416 0.642 -5.499  0.379
H: 3.578 2.181 -5.660  0.289
H: 0.733 0.833 -5.407  0.372
H: -0.639 0.377 -3.390  0.522
H: 2.926 0.205 -1.020  0.445
H: 4.285 0.667 -3.034  0.380
H: 0.759 -2.686 -2.166  0.529
H: -0.945 -2.717 -1.647  0.313
N: -1.741 5.609 1.375  -0.504
C: -1.538 4.316 1.780  1.116
C: -2.626 3.504 2.130  -0.874
C: -2.418 2.218 2.573  -0.771
C: -1.121 1.712 2.648  -0.084
C: -0.030 2.510 2.314  -0.111
C: -0.240 3.804 1.894  -0.873
S: -0.867 0.102 3.209  1.241
O: -1.776 -0.151 4.281  -0.718
O: 0.568 -0.144 3.328  -0.573
N: -1.133 -0.978 2.004  0.083
C: -2.296 -1.531 1.492  0.309
S: -3.884 -0.900 1.574  -0.075
C: -4.427 -2.252 0.664  -0.311
C: -3.386 -3.068 0.374  -0.791
N: -2.165 -2.656 0.852  0.090
H: -2.664 5.896 1.104  0.200
H: -0.982 6.108 0.948  0.206
H: -3.633 3.897 2.070  0.315
H: -3.262 1.617 2.883  0.569
H: 0.969 2.108 2.383  0.474
H: 0.607 4.432 1.645  0.294
H: -5.467 -2.374 0.415  0.465
H: -3.454 -3.996 -0.174  0.443

**Gap between HOMO and LUMO**: 5.88 eV
**Net charge**: 0
**LUMO level**: -2.64 eV
**HOMO**: -8.5 eV
**E**: -121427.83786 eV

What is the net charge in the fifth record?
0

The lowest E belongs to which entry?
C18H17MoN4O6S7Sb

Look up the net charge of the second one.
0